C19H28F9N2O4P3Ti | ωB97M-V/def2-TZVPD

Summary:
lowest unoccupied orbital energy (alpha / beta) = 0.0933 / 0.0323 hartree
E = -106774.1560 eV
net charge = -1
Kohn-Sham gap (alpha / beta) = 6.50 / 5.92 eV
molar mass = 660.2 g mol⁻¹
2S+1 = 4
energy above the lowest of the compared OMol25 structures with the same formula, charge and spin = 25.8 kcal/mol

The geometry in XYZ format:
```
66
Properties=species:S:1:pos:R:3:lowdin_spin:R:1
Ti -0.7514 1.9499 -0.4615 0.74
C 0.3777 5.0924 -3.0121 0.02
C -0.0446 3.6836 -2.7538 0.14
O -0.4005 3.4039 -1.5885 0.05
C -0.0246 2.6852 -3.7744 0.14
C -0.3208 1.3628 -3.5865 0.06
C -0.2732 0.3799 -4.7103 0.00
N -0.6546 0.8966 -2.3390 0.24
N -0.9046 -0.3871 -2.2799 0.22
C -1.1978 -0.7567 -1.0013 0.11
O -1.0437 0.0189 -0.0389 0.10
C -1.8396 -2.0830 -0.8584 0.00
C -2.4979 -2.3723 0.3313 0.02
C -3.1325 -3.5943 0.4979 0.00
C -3.1146 -4.5298 -0.5274 0.02
C -2.4638 -4.2382 -1.7208 0.00
C -1.8278 -3.0184 -1.8895 0.02
H -0.4646 5.7663 -2.8454 0.01
H 1.1482 5.3557 -2.2864 0.00
H 0.7572 5.2253 -4.0239 0.00
H 0.2594 2.9990 -4.7700 0.01
H -0.0069 0.8814 -5.6392 0.00
H 0.4561 -0.4022 -4.4945 0.00
H -1.2380 -0.1154 -4.8259 0.00
H -2.5154 -1.6226 1.1113 0.00
H -3.6429 -3.8140 1.4271 0.00
H -3.6104 -5.4842 -0.4001 0.00
H -2.4533 -4.9649 -2.5235 0.00
H -1.3133 -2.7779 -2.8092 0.00
C -0.6539 -1.4284 3.5378 0.00
P 0.4610 -0.1941 2.7145 0.00
C 0.3922 1.0838 4.0404 0.00
C 2.1125 -0.9091 3.1549 0.00
C 2.6724 -1.9440 2.1483 0.00
P 1.6291 -2.3078 0.6353 0.00
C 1.1595 -4.0609 1.0037 0.00
C 2.9918 -2.6599 -0.5510 0.00
H -0.3426 -1.6417 4.5649 0.00
H -0.6800 -2.3620 2.9707 0.00
H -1.6663 -1.0191 3.5563 0.00
H 0.6211 0.6669 5.0269 0.00
H -0.6026 1.5304 4.0595 0.00
H 1.0978 1.8820 3.8088 0.00
H 2.0726 -1.3485 4.1560 0.00
H 2.7660 -0.0357 3.1980 0.00
H 2.8392 -2.8998 2.6504 0.00
H 3.6388 -1.5975 1.7793 0.00
H 2.0000 -4.6446 1.3898 0.00
H 0.7944 -4.5264 0.0855 0.00
H 0.3427 -4.0886 1.7274 0.00
H 3.6892 -3.4123 -0.1715 0.00
H 3.5277 -1.7323 -0.7551 0.00
H 2.5642 -3.0085 -1.4925 0.00
F 2.1879 1.3019 0.5411 0.00
C 1.5093 1.5757 -0.6316 0.02
F 2.2176 2.6625 -1.1365 0.01
F 1.9295 0.5434 -1.4675 0.00
O -2.5902 2.0533 0.3415 0.54
O -2.6814 1.9620 -0.9513 0.51
F -0.1927 2.7807 1.3624 0.01
P -0.4754 4.4940 1.7103 0.00
F 0.6482 4.8192 0.6244 0.00
F -0.7191 6.0413 2.0165 0.00
F -1.5837 4.0186 2.7559 0.00
F 0.6541 4.3697 2.8395 0.00
F -1.5930 4.4957 0.5499 0.01
```